--- one ---
Computed, not measured: a 2-piece molecular cluster, C2H4N2S overall, with ωB97M-V with the def2-TZVPD basis set.

CARTESIAN COORDINATES (ANGSTROEM)
C 1.8155 1.1201 -2.4479
C -0.1275 0.7630 -1.0544
N 2.3547 0.4542 -3.2093
N 0.8074 -0.4803 0.9827
S 0.9511 2.0519 -1.3709
H -0.8012 0.9636 -0.2890
H -0.3462 -0.0008 -1.7381
H 1.5245 -0.0514 0.5018
H 0.5732 0.1368 1.8493

The charge is 0. Its spin multiplicity is 1. The orbital gap is 7.1 eV.

=====

--- two ---
Computed, not measured: a 2-piece molecular cluster, C2H4N2S overall, with ωB97M-V with the def2-TZVPD basis set.

CARTESIAN COORDINATES (ANGSTROEM)
C -1.4696 -0.2866 0.7835
C 0.5679 -0.0621 0.0123
N -2.5482 -0.6105 1.0606
N 0.3693 -0.4198 -1.3155
S 1.0199 1.5939 0.3724
H 1.0285 -0.7421 0.6419
H -0.0325 -1.3346 -1.4389
H -0.2143 0.3151 -1.7344
H 1.2791 1.5467 1.6181

The charge is 0. Its spin multiplicity is 1. The orbital gap is 9.7 eV.

=====

Calculated relative energies: one 0.0883; two 0.0000, given in hartree

=====

--- one ---
Computed, not measured: a single C2H4N2S molecule, with ωB97M-V with the def2-TZVPD basis set.

CARTESIAN COORDINATES (ANGSTROEM)
H 0.5566 0.8266 -1.6679
N 0.0159 0.0327 -1.6451
C -0.1333 -0.0795 -0.3746
N -0.8468 -1.1066 0.1127
C 0.5041 0.8450 0.6633
S 1.3079 0.4931 2.1259
H -1.6610 -1.6990 -0.4859
H -0.4564 -1.2108 1.0773
H 0.7130 1.8985 0.1943

The charge is 0. Its spin multiplicity is 1. As for the SMILES: [H]/N=C(/N)C=S. The orbital gap is 7.9 eV.

=====

--- two ---
Computed, not measured: a 2-piece molecular cluster, C2H4N2S overall, with ωB97M-V with the def2-TZVPD basis set.

CARTESIAN COORDINATES (ANGSTROEM)
C 0.8010 0.9936 -0.4751
N 1.4379 0.1686 0.3816
S 2.3282 -1.1487 0.0038
H 0.1164 1.7794 -0.1605
H 1.1467 0.8968 -1.4614
H 1.0243 0.2533 1.3705
C -2.3709 -1.0184 0.1317
N -2.4644 0.1200 0.1264
H -2.0193 -2.0445 0.0830

The charge is 0. Its spin multiplicity is 1. As for the SMILES: C=[NH+][S-].C#N. The orbital gap (alpha / beta) is 7.9 / 7.9 eV.

=====

Calculated relative energies: one 0.0000; two 0.0131, given in hartree

=====

--- one ---
Computed, not measured: C3H3N3O as an isolated structure, with ωB97M-V with the def2-TZVPD basis set.

CARTESIAN COORDINATES (ANGSTROEM)
C 2.1932 -0.3689 -0.0581
C -0.5325 -0.1621 -0.5636
C 0.9548 -0.7585 0.5383
N 3.1468 -0.0657 -0.6203
N 0.5927 -2.0807 0.5060
N -0.3956 -2.3810 -0.1071
O -1.1453 -1.3871 -0.7493
H -0.8112 0.5654 0.1183
H -0.3588 0.1755 -1.5712
H 0.6344 -0.1292 1.3614

The charge is 0. Its spin multiplicity is 1. The orbital gap is 11.0 eV.

=====

--- two ---
Computed, not measured: a 2-piece molecular cluster, C3H3N3O overall, with ωB97M-V with the def2-TZVPD basis set.

CARTESIAN COORDINATES (ANGSTROEM)
N 2.1034 0.0982 0.2431
C 1.0403 -0.4933 0.1988
C -0.0939 -1.1688 0.2956
C -1.4010 -0.5330 0.5120
O -2.3977 -1.1602 0.7998
H 2.5112 0.4275 -0.6296
H -0.0483 -2.2520 0.2579
H -1.4390 0.5678 0.3851
N 0.3213 2.0502 -1.2549
N -0.5964 2.4636 -0.8079

The charge is 0. Its spin multiplicity is 1. As for the SMILES: N=C=CC=O.N#N. The orbital gap is 10.3 eV.

=====

Calculated relative energies: one 0.1424; two 0.0000, given in hartree